Here is C6H10O2 as an isolated structure from OMol25. Energies are from ωB97M-V with the def2-TZVPD basis set.

Values from the calculation:
HOMO-LUMO gap   0.3850 hartree
Max |F|   0.0775 hartree/bohr
LUMO   0.037 hartree
Charge   0
Total energy   -384.96597 Ha

```
18
Properties=species:S:1:pos:R:3:nbo_charge:R:1
C -0.673 -1.480 0.526 -0.652
C 0.244 -0.374 0.339 0.240
C 0.074 0.772 1.417 -0.407
C -1.002 1.390 0.453 -0.396
C -0.110 0.745 -0.610 0.048
C 1.322 -0.518 -1.651 0.214
H -0.614 -1.801 1.563 0.220
H -0.541 -2.280 -0.253 0.243
H -1.739 -1.064 0.433 0.219
H 0.978 1.326 1.492 0.228
H -0.375 0.372 2.383 0.214
H -1.232 2.450 0.569 0.225
H -2.020 0.843 0.595 0.202
H 0.634 1.518 -0.643 0.162
H 1.462 -1.382 -2.391 0.167
H 2.067 0.224 -2.012 0.138
O 0.007 0.118 -1.884 -0.527
O 1.519 -0.860 -0.324 -0.539
```